# 1
The following is a quantum chemistry calculation of a 5-piece molecular cluster, C23H40NO10S overall at a distorted geometry, from the OMol25 dataset.

Last column: Löwdin charge in e.
Geometry (Å):
C: -2.519 -1.104 -4.363  0.011
C: -1.351 -2.132 -4.038  -0.412
O: -0.290 -2.036 -4.702  0.058
O: -1.412 -3.187 -3.088  -0.058
C: -1.323 -2.659 -1.724  -0.196
C: -0.315 -3.485 -0.810  -0.317
S: 1.473 -3.050 -1.043  1.086
C: 1.716 -1.237 -1.342  -0.370
C: 1.220 -0.449 -0.035  -0.208
C: 0.860 1.095 -0.283  -0.250
N: 0.738 1.478 -1.718  -0.020
H: -2.122 -0.395 -5.174  0.103
H: -2.712 -0.437 -3.448  0.091
H: -3.495 -1.593 -4.698  0.106
H: -1.166 -1.528 -1.706  0.131
H: -2.372 -2.828 -1.276  0.123
H: -0.575 -3.322 0.286  0.105
H: -0.431 -4.600 -1.062  0.127
H: 2.056 -3.293 0.213  0.056
H: 1.158 -0.980 -2.299  0.079
H: 2.855 -1.062 -1.471  0.093
H: 0.368 -1.046 0.449  0.098
H: 2.084 -0.486 0.718  0.115
H: 1.675 1.713 0.266  0.113
H: -0.119 1.291 0.298  0.107
H: -0.027 0.913 -2.135  0.063
H: 0.480 2.476 -1.821  0.085
O: -4.402 -1.738 -0.852  0.096
C: -4.620 -2.159 0.257  -0.472
O: -3.803 -3.031 0.910  0.005
C: -4.410 -3.409 2.154  -0.153
C: -5.385 -2.300 2.473  -0.150
C: -5.828 -1.848 1.096  -0.066
H: -4.907 -4.375 2.021  0.131
H: -3.641 -3.511 2.922  0.128
H: -6.206 -2.621 3.114  0.129
H: -4.863 -1.481 2.977  0.101
H: -6.676 -2.431 0.730  0.140
H: -6.055 -0.782 1.077  0.134
O: 5.052 -0.816 -1.959  0.092
C: 4.896 -0.296 -3.038  -0.473
O: 5.709 0.664 -3.547  0.044
C: 5.170 1.132 -4.792  -0.150
C: 4.272 0.018 -5.280  -0.151
C: 3.766 -0.575 -3.984  -0.098
H: 4.619 2.059 -4.606  0.131
H: 5.982 1.339 -5.490  0.132
H: 3.480 0.363 -5.946  0.124
H: 4.864 -0.728 -5.819  0.127
H: 2.869 -0.064 -3.624  0.114
H: 3.590 -1.647 -4.077  0.136
O: -4.803 0.950 3.682  0.111
C: -3.666 1.344 3.660  -0.474
O: -2.873 1.437 4.761  0.039
C: -1.626 2.043 4.401  -0.155
C: -1.489 1.818 2.913  -0.179
C: -2.930 1.845 2.445  -0.076
H: -1.668 3.105 4.659  0.132
H: -0.815 1.575 4.961  0.129
H: -0.853 2.557 2.422  0.110
H: -1.060 0.828 2.725  0.114
H: -3.266 2.859 2.218  0.139
H: -3.089 1.186 1.591  0.121
O: 2.164 0.811 3.110  0.103
C: 2.578 1.942 3.064  -0.476
O: 2.144 2.870 2.169  -0.015
C: 2.918 4.070 2.317  -0.151
C: 3.481 4.009 3.718  -0.155
C: 3.661 2.520 3.933  -0.072
H: 3.701 4.076 1.553  0.133
H: 2.276 4.940 2.171  0.130
H: 4.400 4.584 3.837  0.125
H: 2.746 4.397 4.430  0.124
H: 4.631 2.171 3.573  0.140
H: 3.515 2.244 4.977  0.134

The value obtained for the electronic energy is -2105.4603 Eh. The charge is +1. The LUMO energy comes out at -2.68 eV. The gap between HOMO and LUMO is 9.6 eV.


# 2
The following is a quantum chemistry calculation of C25H45N2P3Se2Sn as an isolated structure at a distorted geometry, from the OMol25 dataset.

Last column: Löwdin charge in e.
Geometry (Å):
Sn: -0.411 -0.113 -1.442  0.629
P: -3.144 -0.135 -1.389  0.707
P: -0.047 -2.622 -0.768  0.725
P: -0.235 2.517 -0.851  0.723
H: 4.700 -0.959 -2.072  0.059
C: 4.597 0.022 -1.605  -0.069
C: 4.457 0.189 -0.284  -0.086
H: 4.465 -0.656 0.408  0.046
C: -4.038 -0.181 -2.977  -0.253
C: -3.807 -1.586 -0.507  -0.234
C: -3.896 1.296 -0.554  -0.233
C: 1.737 -2.842 -0.470  -0.213
C: -0.832 -3.300 0.734  -0.230
C: -0.444 -3.784 -2.113  -0.198
C: 1.494 2.972 -0.499  -0.222
C: -1.090 3.272 0.572  -0.236
C: -0.670 3.631 -2.215  -0.194
H: 4.676 0.866 -2.290  0.060
H: 4.455 1.176 0.188  0.052
H: -5.113 -0.281 -2.775  0.086
H: -3.719 -1.021 -3.604  0.042
H: -3.874 0.740 -3.549  0.065
H: -4.888 -1.611 -0.704  0.086
H: -3.628 -1.473 0.572  0.029
H: -3.336 -2.510 -0.883  0.052
H: -4.985 1.202 -0.672  0.089
H: -3.547 2.231 -1.020  0.052
H: -3.635 1.275 0.514  0.024
H: 2.050 -3.792 -0.927  0.083
H: 1.922 -2.877 0.613  0.066
H: 2.318 -2.019 -0.911  0.029
H: -0.858 -4.400 0.661  0.098
H: -1.851 -2.906 0.853  0.014
H: -0.249 -3.003 1.617  0.048
H: 0.199 -4.670 -1.996  0.089
H: -0.270 -3.305 -3.089  0.040
H: -1.501 -4.083 -2.050  0.073
H: 1.640 4.020 -0.795  0.081
H: 2.203 2.346 -1.056  0.044
H: 1.715 2.866 0.572  0.069
H: -0.788 4.326 0.655  0.097
H: -0.847 2.738 1.501  0.013
H: -2.175 3.210 0.451  0.038
H: -0.069 4.545 -2.112  0.087
H: -1.741 3.870 -2.172  0.071
H: -0.456 3.135 -3.171  0.062
C: 0.639 -0.086 -5.350  -0.625
C: 1.918 -0.332 -4.810  -0.153
C: 3.068 -0.110 -5.560  -0.047
C: 2.953 0.288 -6.901  -0.008
C: 1.694 0.543 -7.454  -0.026
C: 0.543 0.329 -6.701  -0.082
Se: -0.879 -0.426 -4.270  0.790
H: -0.287 0.122 0.580  -0.184
H: 2.039 -0.643 -3.776  0.063
H: 4.061 -0.291 -5.134  0.122
H: 3.825 0.362 -7.552  0.134
H: 1.599 0.880 -8.486  0.135
H: -0.440 0.493 -7.134  0.117
C: -2.118 0.680 5.019  0.017
N: -0.739 0.381 4.690  -0.052
C: -0.304 0.082 3.428  -0.564
Se: -1.356 0.001 1.901  0.980
N: 1.028 -0.191 3.559  0.136
C: 1.424 -0.118 4.897  -0.172
C: 2.597 -0.485 5.535  0.023
C: 2.615 -0.437 6.942  0.003
C: 1.462 -0.043 7.668  -0.001
C: 0.279 0.323 7.011  0.038
C: 0.306 0.277 5.616  -0.135
H: -2.215 0.720 6.104  0.108
H: -2.773 -0.105 4.625  0.105
H: -2.421 1.637 4.581  0.115
H: 1.628 -0.450 2.778  0.166
H: 3.443 -0.788 4.919  0.128
H: 3.509 -0.720 7.509  0.137
H: 1.470 -0.014 8.765  0.140
H: -0.627 0.621 7.553  0.132

The value obtained for the electronic energy is -7128.8101 Eh. The charge is +4. The LUMO energy comes out at -14.20 eV. The gap between HOMO and LUMO is 3.7 eV. The calculation puts the energy above the lowest of the compared OMol25 structures with the same formula, charge and spin at 11.67 kcal per mole.